## one
Below is a structure of composition C24H30BF2I2N2O3Se2Sn, with properties calculated with ωB97M-V/def2-TZVPD.

Output
HOMO-LUMO gap	5.0	eV
total charge	-1
HOMO	-2.943	eV

XYZ file:
```
67
Properties=species:S:1:pos:R:3:lowdin_charge:R:1
Sn 0.793 0.415 -0.134 0.961
I -1.508 6.923 -4.399 0.759
C -0.861 5.098 -3.555 -0.745
C -1.003 3.922 -4.271 -0.248
C -0.568 2.753 -3.682 -0.627
I -0.705 0.929 -4.700 0.892
C 0.027 2.686 -2.391 -0.446
O 0.516 1.555 -1.996 -0.328
C 0.093 3.919 -1.678 -0.159
C 0.645 3.971 -0.279 -0.165
N -0.027 3.086 0.673 -0.095
C -1.437 3.313 0.988 -0.136
C -2.344 2.766 -0.084 -0.159
C -3.105 3.634 -0.840 -0.020
C -3.884 3.191 -1.894 -0.042
C -3.853 1.832 -2.176 -0.050
C -3.107 0.994 -1.391 -0.026
N -2.375 1.419 -0.329 0.138
C -0.327 5.094 -2.280 -0.148
H -1.439 3.909 -5.260 0.076
H 0.632 5.019 0.061 0.113
H 1.687 3.638 -0.308 0.121
H 0.504 3.088 1.533 0.097
H -1.673 4.378 1.138 0.122
H -1.632 2.787 1.918 0.119
H -3.063 4.688 -0.603 0.117
H -4.465 3.885 -2.486 0.110
H -4.407 1.418 -3.007 0.110
H -3.069 -0.067 -1.576 0.134
H -0.240 6.025 -1.732 0.092
O -0.964 -2.295 4.693 -0.061
C 0.191 -2.716 3.975 -0.230
C 1.512 -2.261 4.625 -0.609
C 1.712 -3.016 5.953 -0.221
O 0.756 -2.678 6.942 -0.059
C 2.654 -2.578 3.668 -0.463
Se 2.567 -1.391 2.066 0.523
C 1.524 -0.762 4.903 -0.475
Se 1.329 0.199 3.200 0.539
H -1.296 -1.486 4.288 0.096
H 0.148 -2.369 2.941 0.088
H 0.179 -3.811 3.957 0.133
H 2.691 -2.773 6.375 0.124
H 1.696 -4.096 5.745 0.124
H -0.111 -2.649 6.513 0.069
H 2.595 -3.599 3.287 0.074
H 3.617 -2.434 4.157 0.066
H 2.463 -0.473 5.376 0.074
H 0.697 -0.464 5.542 0.070
F -1.732 0.585 1.854 0.002
B -1.638 0.338 0.465 -0.985
F -2.239 -0.891 0.190 0.055
C 2.377 -4.472 -2.243 -0.067
C 1.436 -3.486 -2.947 -0.644
C 2.063 -3.029 -4.271 -0.062
C 0.082 -4.159 -3.217 -0.064
C 1.209 -2.315 -2.087 -0.163
C 0.953 -1.357 -1.384 -0.207
H 2.524 -5.366 -2.858 0.075
H 1.961 -4.769 -1.280 0.080
H 3.347 -4.005 -2.063 0.080
H 2.193 -3.880 -4.947 0.076
H 3.036 -2.571 -4.088 0.083
H 1.426 -2.285 -4.751 0.072
H 0.203 -5.037 -3.860 0.075
H -0.591 -3.452 -3.702 0.081
H -0.375 -4.466 -2.276 0.083
```

=====

## two
Below is a structure of composition C24H30BF2I2N2O3Se2Sn, with properties calculated with ωB97M-V/def2-TZVPD.

Output
HOMO-LUMO gap	4.9	eV
total charge	-1
HOMO	-3.278	eV

XYZ file:
```
67
Properties=species:S:1:pos:R:3:lowdin_charge:R:1
Sn 0.744 -0.745 1.085 0.928
I -6.533 1.562 -3.378 0.847
C -5.224 0.946 -1.868 -0.728
C -5.735 0.471 -0.671 -0.230
C -4.840 0.063 0.307 -0.589
I -5.638 -0.482 2.164 1.018
C -3.459 0.089 0.090 -0.258
O -2.564 -0.327 1.038 0.127
C -2.957 0.632 -1.081 -0.134
C -1.487 0.769 -1.383 -0.149
N -0.655 1.179 -0.254 -0.127
C -1.098 2.412 0.395 -0.127
C -0.646 2.541 1.835 -0.260
C -0.662 3.772 2.479 -0.029
C -0.298 3.825 3.813 -0.068
C 0.070 2.657 4.462 -0.069
C 0.073 1.479 3.736 -0.248
N -0.285 1.430 2.455 0.018
C -3.858 1.054 -2.055 -0.102
H -6.799 0.435 -0.488 0.076
H -1.409 1.489 -2.205 0.127
H -1.101 -0.189 -1.743 0.095
H 0.275 1.344 -0.638 -0.038
H -2.192 2.430 0.394 0.127
H -0.766 3.298 -0.158 0.131
H -0.944 4.668 1.938 0.108
H -0.288 4.773 4.337 0.102
H 0.378 2.657 5.498 0.104
H 0.386 0.540 4.178 0.070
H -3.470 1.464 -2.978 0.103
O 4.514 2.834 -0.615 -0.096
C 4.299 2.227 0.666 -0.289
C 4.798 0.784 0.730 -0.579
C 6.313 0.829 0.474 -0.232
O 6.931 -0.458 0.501 -0.068
C 4.575 0.156 2.126 -0.612
Se 3.005 0.723 3.188 0.358
C 4.186 -0.077 -0.385 -0.502
Se 2.308 0.242 -0.900 0.554
H 3.916 2.386 -1.226 0.025
H 3.245 2.252 0.936 0.042
H 4.839 2.827 1.399 0.122
H 6.771 1.489 1.222 0.123
H 6.519 1.245 -0.512 0.119
H 6.662 -0.879 1.324 0.069
H 5.450 0.356 2.752 0.040
H 4.495 -0.927 2.014 0.037
H 4.275 -1.136 -0.158 0.057
H 4.722 0.093 -1.319 0.055
F -3.155 -2.611 0.956 0.239
B -2.515 -1.597 1.528 -1.054
F -1.843 -1.823 2.642 0.229
C -2.144 -4.827 -1.841 -0.058
C -1.479 -3.567 -2.413 -0.631
C -0.377 -3.982 -3.397 -0.060
C -2.532 -2.725 -3.147 -0.057
C -0.880 -2.760 -1.331 -0.156
C -0.298 -2.080 -0.503 -0.231
H -2.574 -5.426 -2.650 0.079
H -2.936 -4.563 -1.143 0.075
H -1.411 -5.434 -1.308 0.085
H -0.804 -4.569 -4.215 0.078
H 0.379 -4.584 -2.892 0.085
H 0.116 -3.103 -3.814 0.085
H -2.991 -3.309 -3.951 0.080
H -2.076 -1.834 -3.583 0.081
H -3.318 -2.408 -2.458 0.081
```

=====

Relative stability in kcal/mol, measured from the most stable structure: one 23.3; two 0.0